No. 1
The following is a quantum chemistry calculation of 8 unconnected molecules or ions with the total composition C42H107N7O15, from OMol25.

Last column: Löwdin charge in e.
Geometry (Å):
C  0.90420  5.12941  0.20975  -0.14
O  1.52743  4.54573  -0.87169  -0.19
C  0.63665  3.91886  -1.75932  -0.25
C  1.14385  4.15544  -3.11725  -0.25
N  2.42999  3.66707  -3.31952  -0.07
C  2.98233  3.94949  -4.58209  -0.21
C  4.24284  3.10954  -4.76380  -0.24
O  5.13859  3.54674  -3.79092  -0.17
C  6.35875  2.87467  -4.00089  -0.11
H  0.33474  6.05242  -0.10588  0.11
H  1.61195  5.44580  0.94866  0.08
H  0.17372  4.47997  0.62760  0.06
H  -0.33612  4.44494  -1.55872  0.13
H  0.55598  2.83516  -1.44353  0.13
H  1.08955  5.26249  -3.32355  0.15
H  0.38304  3.64394  -3.73797  0.12
H  3.14875  3.86541  -2.61706  0.14
H  3.12210  5.00187  -4.66953  0.11
H  2.24127  3.65923  -5.32358  0.12
H  4.63116  3.32041  -5.75519  0.12
H  4.07066  2.01124  -4.70856  0.11
H  7.17030  3.34597  -3.37147  0.11
H  6.60285  2.82107  -5.03190  0.07
H  6.38771  1.87081  -3.62687  0.07
C  -2.44232  3.53825  5.39242  -0.10
O  -2.04952  2.23924  4.85909  -0.23
C  -3.23053  1.35542  4.99686  -0.17
C  -2.83414  -0.12877  4.71054  -0.21
N  -2.10791  -0.71299  5.77672  -0.06
C  -1.63714  -2.05277  5.63096  -0.21
C  -0.61473  -2.43835  6.74010  -0.17
O  0.44797  -1.48958  6.55948  -0.25
C  1.69030  -1.88241  7.12040  -0.10
H  -2.78538  3.44843  6.44215  0.09
H  -3.10785  4.10513  4.68204  0.10
H  -1.48214  4.09838  5.43569  0.08
H  -4.02645  1.63425  4.35647  0.10
H  -3.60589  1.34990  6.01520  0.11
H  -2.27245  -0.14601  3.69275  0.13
H  -3.70068  -0.73365  4.51342  0.11
H  -1.32176  -0.14768  6.04500  0.09
H  -1.17848  -2.20970  4.64970  0.09
H  -2.45170  -2.76449  5.72863  0.12
H  -0.26346  -3.48996  6.64314  0.13
H  -1.08412  -2.18588  7.73018  0.14
H  2.40585  -1.04743  6.99957  0.09
H  1.98626  -2.83028  6.68306  0.05
H  1.50446  -1.95003  8.25305  0.11
C  4.02959  -2.93333  -0.83126  -0.10
O  3.62547  -2.03463  -1.84175  -0.17
C  2.69095  -1.08033  -1.43839  -0.26
C  2.54547  -0.07239  -2.50255  -0.19
N  1.65330  -0.56986  -3.56346  -0.05
C  1.45269  0.38444  -4.67904  -0.15
C  0.92967  -0.18828  -6.02877  -0.17
O  1.46711  0.69994  -6.99857  -0.21
C  1.24650  0.31149  -8.29201  -0.15
H  3.22271  -3.64543  -0.51361  0.09
H  4.38900  -2.45672  0.10244  0.09
H  4.85624  -3.45966  -1.24678  0.07
H  3.00522  -0.59265  -0.48309  0.12
H  1.72787  -1.51872  -1.13781  0.10
H  3.51371  0.30337  -2.82856  0.13
H  1.98765  0.76006  -2.08377  0.11
H  2.05514  -1.40383  -3.90179  0.09
H  2.43208  0.79834  -4.98290  0.10
H  0.92189  1.21047  -4.23447  0.09
H  -0.12541  -0.19989  -6.23610  0.10
H  1.38964  -1.20793  -6.13945  0.14
H  1.50985  1.04308  -9.02448  0.08
H  0.21157  -0.07911  -8.38693  0.09
H  1.89248  -0.55525  -8.60368  0.10
C  -0.07545  -3.79000  -2.03179  -0.13
O  -1.27537  -4.23171  -2.56926  -0.20
C  -1.75497  -3.63436  -3.78134  -0.19
C  -3.06766  -4.31869  -4.03621  -0.23
N  -4.12629  -3.93549  -3.18530  -0.06
C  -4.67348  -2.60422  -3.33074  -0.20
C  -5.62608  -2.24474  -2.12773  -0.19
O  -5.06630  -2.43783  -0.81918  -0.17
C  -4.00890  -1.54863  -0.62222  -0.13
H  -0.10517  -2.70734  -1.82378  0.05
H  0.70358  -3.95553  -2.79146  0.09
H  0.08288  -4.38161  -1.11447  0.09
H  -0.99397  -3.83770  -4.57999  0.13
H  -1.82358  -2.57780  -3.64741  0.09
H  -2.89575  -5.37231  -3.96204  0.11
H  -3.40928  -4.15997  -5.04959  0.12
H  -3.92496  -4.09914  -2.21653  0.10
H  -5.35246  -2.58256  -4.22699  0.14
H  -3.88192  -1.85187  -3.33209  0.08
H  -6.39972  -2.98391  -2.24315  0.11
H  -6.06518  -1.27606  -2.31827  0.11
H  -3.06568  -1.79672  -1.12654  0.08
H  -3.78357  -1.54179  0.41350  0.06
H  -4.30154  -0.55708  -1.00744  0.09
C  6.37150  2.05233  4.94437  -0.08
O  5.30584  2.90635  4.47259  -0.21
C  4.02344  2.34632  4.71846  -0.21
C  2.88370  3.44087  4.63192  -0.19
N  1.63685  2.99113  5.19834  -0.10
C  1.21923  1.62380  4.85052  -0.18
C  0.97535  1.55302  3.33115  -0.19
O  2.17340  1.19474  2.65427  -0.23
C  2.28588  1.74029  1.36849  -0.12
H  7.28318  2.55801  4.67304  0.08
H  6.32876  1.08507  4.44869  0.08
H  6.24474  1.96636  5.99965  0.07
H  3.93876  1.88712  5.72791  0.12
H  3.90394  1.58252  3.91804  0.12
H  2.66089  3.68727  3.51186  0.12
H  3.17398  4.41633  5.06834  0.12
H  0.90216  3.60953  4.87416  0.09
H  0.27039  1.42169  5.43591  0.11
H  2.04311  0.97980  5.23690  0.11
H  0.68675  2.58808  3.09269  0.12
H  0.25192  0.77572  3.06032  0.10
H  2.18614  2.88977  1.29684  0.09
H  1.60032  1.34192  0.54274  0.09
H  3.31862  1.49255  1.05386  0.09
C  2.61447  -4.08731  4.52117  -0.08
O  2.07626  -3.80492  3.22789  -0.20
C  1.70287  -2.46898  2.97524  -0.23
C  0.95527  -2.50472  1.69222  -0.21
N  -0.46976  -2.74516  1.74468  -0.04
C  -0.90971  -3.94856  2.40508  -0.22
C  -2.43209  -4.13824  2.41791  -0.22
O  -2.64181  -5.13863  3.38302  -0.20
C  -3.92374  -5.58504  3.48280  -0.15
H  3.26410  -4.93938  4.36114  0.08
H  1.76192  -4.38233  5.17950  0.09
H  3.29251  -3.25937  4.78133  0.09
H  2.56010  -1.89312  2.79067  0.10
H  1.32111  -2.03008  3.84843  0.10
H  1.57513  -3.19744  1.12003  0.11
H  1.00621  -1.51706  1.20273  0.11
H  -0.75675  -2.76155  0.73834  0.11
H  -0.77548  -3.71543  3.48427  0.10
H  -0.46621  -4.89722  2.22320  0.12
H  -2.75219  -4.47549  1.41893  0.12
H  -2.97258  -3.14222  2.66533  0.14
H  -3.99621  -5.96497  4.52234  0.10
H  -4.16490  -6.31896  2.70487  0.09
H  -4.70226  -4.78859  3.51026  0.09
C  -1.92927  0.92654  0.97896  -0.06
O  -1.57616  1.42877  -0.34794  -0.23
C  -2.43740  2.38276  -0.83060  -0.25
C  -2.29198  2.52969  -2.34615  -0.22
N  -2.95465  1.48741  -3.07535  -0.04
C  -2.59874  1.58734  -4.42399  -0.25
C  -3.39401  0.70861  -5.42703  -0.22
O  -4.76379  0.93836  -5.57751  -0.17
C  -4.96565  2.26364  -6.07850  -0.11
H  -1.87749  1.76291  1.73844  0.10
H  -1.12155  0.22441  1.37647  0.09
H  -2.84259  0.36627  1.06996  0.06
H  -2.27908  3.33367  -0.33523  0.11
H  -3.50564  2.13005  -0.53814  0.14
H  -1.23257  2.62207  -2.53269  0.07
H  -2.73331  3.53824  -2.62246  0.15
H  -2.54593  0.58955  -2.65956  0.12
H  -1.54690  1.48942  -4.69044  0.11
H  -2.73429  2.62629  -4.71466  0.10
H  -3.32995  -0.34934  -5.20267  0.11
H  -2.85972  0.81846  -6.34691  0.10
H  -4.79117  2.22307  -7.19477  0.10
H  -4.39216  3.09987  -5.66143  0.07
H  -6.00510  2.54979  -5.84207  0.09
O  -0.96231  -0.73023  -1.95321  -0.11
H  -0.09282  -0.64912  -2.43212  0.03
H  -1.20090  0.07286  -1.39940  0.03

Molecular weight: 950.35 g/mol
Orbital gap: 0.321 hartree
Charge: 0
Maximum force: 3.30 eV/Å
Electronic energy: -86419.840 eV
HOMO: -8.2630 eV


No. 2
The following is a quantum chemistry calculation of a gas-phase ion, C3H8N3S2 (charge +1), from OMol25.

Last column: Löwdin charge in e.
Geometry (Å):
C  1.39930  0.38880  -0.00681  -1.14
C  0.67204  -2.06654  -0.15795  -0.42
C  -1.49313  1.33169  -0.98498  -0.07
N  0.31985  1.07181  0.46727  -0.14
N  -0.93268  0.59995  0.13374  -0.15
N  0.39592  -1.87613  1.08584  0.17
S  2.89942  0.85921  0.31040  0.76
S  1.09823  -0.88316  -1.29634  1.08
H  0.62701  -2.98917  -0.66117  0.09
H  -2.53833  1.46821  -0.91412  0.08
H  -0.89889  2.36526  -1.07818  0.15
H  -1.37583  0.80732  -1.83357  0.02
H  0.35555  2.03465  0.90996  0.19
H  0.55904  -0.95902  1.48730  0.11
H  0.41446  -2.74352  1.57099  0.14
H  -1.50194  0.59064  0.96763  0.13

Molecular weight: 150.25 g/mol
Orbital gap: 0.301 hartree
Charge: +1
Maximum force: 4.48 eV/Å
Electronic energy: -29372.454 eV
HOMO: -12.8824 eV


No. 3
The following is a quantum chemistry calculation of a molecular structure, C27H35AsBr2NOS4Tc, from OMol25.

Last column: Löwdin charge in e.
Geometry (Å):
Tc  0.19174  -1.04114  -0.12884  1.19
C  -1.11860  0.78484  0.39491  -0.09
C  0.24526  1.20806  0.67962  -0.15
C  0.65031  0.47493  1.85223  -0.12
C  -0.50066  -0.30790  2.24338  -0.05
C  -1.60958  -0.05049  1.43357  -0.23
C  -3.02994  -0.39135  1.79839  -0.55
C  -3.11535  -1.74755  2.51267  -0.03
C  -3.97316  -0.36734  0.59590  -0.04
C  -3.45109  0.72033  2.78654  -0.01
C  1.90082  0.48144  2.72541  -0.52
C  1.71025  -0.40953  3.96695  -0.06
C  3.13177  -0.05992  1.97257  -0.03
C  2.17296  1.90540  3.25189  -0.02
C  0.81693  2.41677  -0.05471  -0.52
C  2.32089  2.30849  -0.33889  -0.03
C  0.51850  3.66697  0.79716  0.00
C  0.11090  2.62863  -1.40466  -0.04
H  -1.75534  1.31254  -0.29488  0.10
H  -0.53559  -0.92837  3.12244  0.11
H  -2.65259  -2.53770  1.91962  0.03
H  -4.16160  -2.00926  2.66486  0.10
H  -2.64133  -1.71620  3.49483  0.09
H  -3.73288  -1.15790  -0.11667  0.04
H  -3.95237  0.59937  0.08783  0.09
H  -4.99388  -0.53005  0.93980  0.11
H  -2.76401  0.78233  3.63237  0.10
H  -4.44563  0.49417  3.17133  0.10
H  -3.48555  1.69383  2.29405  0.10
H  1.50077  -1.44668  3.70426  0.04
H  0.92076  -0.02850  4.61806  0.10
H  2.63522  -0.40333  4.54101  0.10
H  3.02899  -1.13397  1.80608  0.04
H  4.01960  0.10384  2.58338  0.11
H  3.28956  0.41598  1.01102  0.06
H  1.25540  2.37041  3.61680  0.10
H  2.63544  2.54927  2.50827  0.07
H  2.86183  1.83623  4.09303  0.10
H  2.91833  2.40540  0.56317  0.07
H  2.62369  3.11465  -1.00619  0.10
H  2.55292  1.36029  -0.83183  0.08
H  0.96611  3.61720  1.78424  0.06
H  -0.55732  3.81153  0.91314  0.10
H  0.92655  4.53840  0.28455  0.11
H  0.15480  1.73588  -2.02616  0.06
H  0.61974  3.43151  -1.93572  0.10
H  -0.92594  2.94567  -1.28180  0.09
C  -2.46971  0.32858  -2.48403  -0.02
C  -1.20850  -0.06322  -3.17568  -0.29
C  -1.12571  0.08576  -4.57668  0.03
C  -0.02343  -0.33310  -5.26827  0.03
C  1.02930  -0.95217  -4.56645  -0.16
C  2.18625  -1.54645  -5.14386  -0.58
Br  2.44988  -1.47659  -6.99892  0.91
C  3.11244  -2.20345  -4.36523  -0.13
C  2.93884  -2.29974  -2.98363  -0.57
Br  4.16008  -3.23536  -1.91377  0.89
C  1.84385  -1.69378  -2.38498  -0.35
O  1.56504  -1.74517  -1.09950  -0.34
C  0.88758  -1.02293  -3.17211  -0.15
N  -0.18751  -0.56301  -2.48789  0.08
H  -3.32177  0.09045  -3.11860  0.11
H  -2.48733  1.40721  -2.30722  0.10
H  -2.57603  -0.19716  -1.53880  0.01
H  -1.96264  0.53256  -5.09498  0.14
H  0.03516  -0.21805  -6.34236  0.11
H  3.97364  -2.66652  -4.82599  0.11
S  0.03164  -6.14360  -0.12124  0.20
As  -0.39763  -4.14338  0.59800  -0.12
S  -1.50066  -2.72638  -0.63580  0.28
S  1.05122  -2.80557  1.46586  0.33
S  -1.28163  -5.85611  1.59710  0.20

Molecular weight: 850.58 g/mol
Orbital gap (spin up / spin down): 0.212 / 0.212 hartree
Charge: +2
Maximum force: 2.67 eV/Å
Electronic energy: -278554.444 eV
HOMO (spin up / spin down): -14.0322 / -14.0319 eV


No. 4
The following is a quantum chemistry calculation of a molecular structure, C6H17N3, from OMol25.

Last column: Löwdin charge in e.
Geometry (Å):
C  0.26083  0.03819  0.31668  -0.21
C  -0.04908  0.17560  -1.08075  -0.33
C  1.80736  0.72090  -1.23813  -0.15
C  -1.57752  -1.89339  1.36334  -0.18
C  0.38128  1.22525  1.23470  -0.08
C  2.62741  -0.47506  -1.67187  -0.15
N  -1.53027  -0.63613  0.66650  -0.25
N  -2.32832  0.36133  1.30087  -0.05
N  -0.97688  1.12446  -1.44077  0.06
H  0.87282  -0.82146  0.57987  0.13
H  -0.00179  -0.74349  -1.66367  0.13
H  -2.13933  0.37865  2.31215  0.06
H  -3.31983  0.13393  1.21596  0.07
H  -1.72005  1.21550  -0.73099  0.08
H  -1.33334  1.00799  -2.37846  0.09
H  1.65014  1.43704  -2.04415  0.08
H  2.31004  1.29040  -0.46075  0.07
H  -1.09283  -2.65426  0.74616  0.07
H  -2.61232  -2.22560  1.54911  0.07
H  -1.04967  -1.85339  2.34214  0.07
H  1.42838  1.45799  1.42843  0.07
H  -0.06778  0.98941  2.19836  0.07
H  -0.07950  2.10809  0.79758  0.08
H  2.18006  -0.97906  -2.53022  0.07
H  2.71742  -1.20539  -0.86388  0.06
H  3.64277  -0.17749  -1.94821  0.07

Molecular weight: 131.22 g/mol
Orbital gap: 0.313 hartree
Charge: 0
Maximum force: 4.90 eV/Å
Electronic energy: -10963.819 eV
HOMO: -7.4975 eV


No. 5
The following is a quantum chemistry calculation of a gas-phase ion, CH4N3 (charge +1), from OMol25.

Last column: Löwdin charge in e.
Geometry (Å):
C  -0.28659  0.52660  -0.22119  -0.02
N  -0.16076  0.08127  1.00083  -0.05
N  1.05348  -0.37803  1.22454  0.15
N  -0.30063  0.28868  -1.50503  0.21
H  -0.77145  0.60559  1.75692  0.25
H  1.27367  -0.41047  2.20780  0.09
H  -0.17918  1.15669  -2.13907  0.19
H  -0.46973  -0.61766  -2.03008  0.18

Molecular weight: 58.06 g/mol
Orbital gap (spin up / spin down): 0.324 / 0.328 hartree
Charge: +1
Maximum force: 4.12 eV/Å
Electronic energy: -5560.242 eV
HOMO (spin up / spin down): -14.8044 / -14.7009 eV